The following is a DFT calculation (the ωB97M-V functional and the def2-TZVPD basis) of a 4-piece molecular cluster, C48H108NO3P3 overall.

frontier orbital gap (alpha / beta) = 9.03 / 4.96 eV
multiplicity = 2
⟨S²⟩ = 0.7572
E_LUMO (alpha / beta) = -7.179 / -11.242 eV
total charge = +3

Geometry as XYZ:
```
163
Properties=species:S:1:pos:R:3:lowdin_spin:R:1
C -9.37415 17.31141 -15.73284 0.0000
C -9.58225 18.83956 -15.58150 0.0000
C -9.32495 19.80574 -16.71290 0.0000
C -10.37093 19.77252 -17.85181 0.0000
P -9.99321 20.76040 -19.29055 -0.0001
C -8.43852 19.98090 -20.10696 -0.0005
C -8.42265 18.45714 -20.57647 0.0000
C -7.38714 18.11787 -21.65263 0.0000
C -6.01883 18.79952 -21.51527 -0.0003
C -9.71705 22.48714 -18.81086 0.0002
C -9.55305 23.52932 -19.88642 -0.0003
C -9.00641 24.70981 -19.20062 -0.0002
C -9.28339 26.03420 -19.84117 0.0000
C -11.35118 20.56284 -20.54004 0.0000
C -11.17437 21.03445 -21.97275 0.0000
C -12.58795 21.00537 -22.68126 0.0000
C -12.53318 21.79691 -24.03760 0.0000
H -10.08429 16.89001 -16.44433 0.0000
H -9.42897 16.82912 -14.75689 0.0000
H -8.46395 16.89034 -16.15986 0.0000
H -9.04631 19.23976 -14.72085 0.0000
H -10.62885 18.95945 -15.30158 0.0000
H -8.29418 19.72547 -17.05810 0.0000
H -9.27403 20.83172 -16.34839 0.0000
H -11.37587 20.04236 -17.52719 0.0000
H -10.38199 18.76181 -18.25978 0.0000
H -7.78631 20.12209 -19.24511 -0.0005
H -8.07761 20.64162 -20.89519 -0.0002
H -9.41473 18.18461 -20.93649 0.0000
H -8.17250 17.90739 -19.66912 0.0000
H -7.98243 18.53045 -22.46718 0.0000
H -7.32532 17.04220 -21.81758 0.0000
H -5.57226 18.58960 -20.54336 -0.0002
H -6.20998 19.85948 -21.68275 -0.0001
H -5.36358 18.40142 -22.29003 0.0000
H -8.77076 22.22253 -18.33903 0.0000
H -10.49454 22.67902 -18.07141 0.0000
H -10.46359 23.66944 -20.46898 0.0000
H -8.83633 23.28551 -20.67063 -0.0003
H -7.92197 24.66782 -19.09903 -0.0003
H -9.39845 24.79183 -18.18688 0.0000
H -10.32814 26.32084 -19.96130 0.0000
H -8.83124 25.94729 -20.82915 0.0000
H -8.77253 26.87565 -19.37311 0.0000
H -12.12159 21.15132 -20.04180 0.0000
H -11.59291 19.50077 -20.49899 0.0000
H -10.50968 20.38923 -22.54720 0.0000
H -10.67006 22.00072 -21.96325 0.0000
H -13.25696 21.49623 -21.97445 0.0000
H -12.90961 19.98628 -22.89596 0.0000
H -13.57480 21.93436 -24.32783 0.0000
H -12.03013 21.25138 -24.83600 0.0000
H -12.00561 22.74545 -23.93741 0.0000
C 1.05222 27.32792 -16.59574 0.0000
C -0.01346 27.01196 -15.58997 0.0000
C -1.09801 26.12559 -16.28506 0.0000
C -0.57863 24.80039 -16.91647 0.0000
P -1.82572 23.97030 -18.04200 -0.0001
C -1.93865 25.00816 -19.58000 -0.0003
C -1.02716 24.67964 -20.72063 0.0000
C -1.09669 25.55215 -22.00064 0.0000
C -0.11094 25.23669 -23.05722 0.0000
C -1.23094 22.34474 -18.64518 -0.0006
C -0.81688 21.45373 -17.53610 0.0000
C -0.69965 20.00893 -18.00177 0.0001
C -2.04592 19.38047 -18.23331 0.0005
C -3.54042 23.95578 -17.28438 -0.0002
C -3.77278 22.87195 -16.18140 -0.0001
C -5.01904 23.00155 -15.34534 0.0000
C -6.29393 22.72628 -16.20041 -0.0004
H 0.56082 27.44150 -17.56204 0.0000
H 1.77823 26.51494 -16.58781 0.0000
H 1.65856 28.22469 -16.46821 0.0000
H -0.51399 27.93020 -15.28270 0.0000
H 0.37272 26.60773 -14.65425 0.0000
H -1.77083 26.61572 -16.98875 0.0000
H -1.72625 25.73094 -15.48652 0.0000
H -0.57785 23.93094 -16.25908 0.0000
H 0.39570 24.80130 -17.40513 0.0000
H -1.86572 26.07183 -19.35329 0.0000
H -2.95017 24.98313 -19.98534 -0.0003
H -1.25799 23.64831 -20.98741 0.0000
H -0.00151 24.62904 -20.35514 0.0000
H -1.06181 26.57367 -21.62200 0.0000
H -2.09127 25.35772 -22.40203 0.0000
H 0.92030 25.26373 -22.70522 0.0000
H -0.04537 26.17744 -23.60384 0.0000
H -0.35005 24.36077 -23.66028 0.0000
H -0.54175 22.45375 -19.48257 0.0000
H -2.16136 21.97869 -19.07926 -0.0008
H -1.54110 21.35531 -16.72745 0.0000
H 0.04296 21.83671 -16.98646 0.0000
H -0.18437 19.42133 -17.24196 0.0001
H -0.08493 19.92639 -18.89810 0.0000
H -1.81849 18.33538 -18.44349 0.0001
H -2.46598 19.65718 -19.20030 0.0002
H -2.76915 19.45939 -17.42163 -0.0001
H -4.12202 23.74391 -18.18157 -0.0004
H -3.81394 24.91678 -16.84874 0.0000
H -2.90081 22.73058 -15.54282 0.0000
H -3.87881 21.89283 -16.64849 -0.0002
H -5.08415 23.95660 -14.82406 0.0000
H -4.97391 22.20974 -14.59761 0.0000
H -6.12878 21.66648 -16.39444 -0.0002
H -6.40864 23.27596 -17.13465 -0.0003
H -7.19814 22.85099 -15.60464 0.0000
C -2.06169 20.79559 -22.79046 -0.0002
C -0.67796 20.10941 -22.42352 0.0000
C 0.49206 21.00512 -22.87608 0.0000
C 1.83445 20.20072 -22.92243 0.0000
P 3.17584 20.93145 -24.03439 0.0000
C 3.09284 22.88848 -24.10899 0.0000
C 3.96895 23.55660 -25.27156 0.0000
C 3.80490 25.05505 -25.24067 0.0000
C 4.70615 25.78208 -26.24241 0.0000
C 4.83909 20.64033 -23.31791 0.0000
C 6.13742 20.86220 -24.15482 0.0000
C 7.34046 21.11527 -23.23671 0.0000
C 8.61902 21.53956 -24.12498 0.0000
C 2.97576 20.24103 -25.74396 0.0000
C 1.58031 20.41990 -26.26728 0.0000
C 0.52781 19.30938 -25.99452 0.0000
C -0.81453 19.36465 -26.72100 0.0000
H -2.54117 20.38633 -23.67967 0.0000
H -2.00043 21.88147 -22.86271 0.0000
H -2.76090 20.63336 -21.97017 -0.0004
H -0.53082 19.08022 -22.75094 0.0000
H -0.58954 19.93508 -21.35119 0.0000
H 0.47555 21.89597 -22.24821 0.0000
H 0.26352 21.39633 -23.86745 0.0000
H 1.79147 19.11292 -22.97678 0.0000
H 2.30827 20.41097 -21.96358 0.0000
H 3.42363 23.14055 -23.10145 0.0000
H 2.02561 23.09386 -24.19236 0.0000
H 3.67299 23.17816 -26.24997 0.0000
H 5.02969 23.30671 -25.29365 0.0000
H 3.92799 25.40423 -24.21548 0.0000
H 2.78083 25.26212 -25.55131 0.0000
H 5.77822 25.78029 -26.04554 0.0000
H 4.30158 26.74872 -26.54246 0.0000
H 4.69990 25.15057 -27.13081 0.0000
H 4.80431 19.68566 -22.79303 0.0000
H 4.83463 21.24026 -22.40787 0.0000
H 6.19296 21.69064 -24.86102 0.0000
H 6.38060 20.01763 -24.79955 0.0000
H 7.48841 20.18923 -22.68113 0.0000
H 7.17367 21.63287 -22.29206 0.0000
H 9.54085 21.74989 -23.58268 0.0000
H 8.30501 22.50058 -24.53235 0.0000
H 8.91693 20.84121 -24.90706 0.0000
H 3.31843 19.20632 -25.75201 0.0000
H 3.64334 20.79918 -26.40041 0.0000
H 1.54139 20.60604 -27.34056 0.0000
H 1.13388 21.32769 -25.86144 0.0000
H 0.15200 19.45039 -24.98112 0.0000
H 0.88894 18.28114 -26.01471 0.0000
H -1.57434 18.74066 -26.25045 0.0000
H -0.85652 19.10092 -27.77778 0.0000
H -1.17528 20.37709 -26.53956 0.0000
N -5.13336 22.17748 -20.13967 -0.0486
O -4.77140 21.25083 -19.43575 0.3239
O -4.35112 22.71989 -20.93280 0.3054
O -6.25928 22.66681 -19.93129 0.4256
```


The following is a DFT calculation (the ωB97M-V functional and the def2-TZVPD basis) of C4H3FO in the gas phase.

frontier orbital gap (alpha / beta) = 7.08 / 7.35 eV
multiplicity = 3
⟨S²⟩ = 2.0096
E_LUMO (alpha / beta) = 0.782 / -3.151 eV
energy relative to the best compared isomer or geometry (same formula, charge and spin) = 18.2 kcal/mol

Geometry as XYZ:
```
9
Properties=species:S:1:pos:R:3:nbo_charge:R:1
C -1.91241 0.40219 -0.95816 -0.2241
C -0.90214 0.44293 -0.23989 -0.0867
C 1.07870 -0.80376 0.12978 -0.0349
C 0.45212 0.51683 0.59136 0.1632
O 1.91631 -0.99836 -0.65831 -0.2182
F 1.05854 1.69202 0.23693 -0.3193
H -2.68311 0.03093 -1.56757 0.2357
H 0.53686 -1.72904 0.75063 0.2620
H 0.45513 0.44627 1.71523 0.2223
```


The following is a DFT calculation (the ωB97M-V functional and the def2-TZVPD basis) of a 2-piece molecular cluster, C4H8ClN overall.

frontier orbital gap = 10.06 eV
multiplicity = 1
E_LUMO = 0.903 eV
energy relative to the best compared isomer or geometry (same formula, charge and spin) = 64.6 kcal/mol

Geometry as XYZ:
```
14
Properties=species:S:1:pos:R:3:nbo_charge:R:1
C -1.26651 0.40029 -0.41551 -0.4439
C -1.14306 -0.16791 0.93454 -0.4245
C -1.09022 -1.06089 -0.26915 -0.4309
C 1.92031 1.36646 -0.72232 0.0737
N 1.77003 1.23984 -2.00950 -0.7915
Cl 2.72021 2.91025 -0.37819 -0.0985
H -2.27532 0.60915 -0.89170 0.2112
H -0.44218 1.09621 -0.70530 0.2237
H -0.24272 0.00875 1.62116 0.2316
H -2.04077 -0.30563 1.44473 0.2026
H -0.03869 -1.50318 -0.49192 0.2041
H -1.95369 -1.75482 -0.44806 0.2166
H 1.39351 0.37384 -2.37717 0.4279
H 2.03676 2.11354 -2.49889 0.3979
```


The following is a DFT calculation (the ωB97M-V functional and the def2-TZVPD basis) of C17H23N5O in the gas phase.

frontier orbital gap = 9.50 eV
multiplicity = 1
E_LUMO = 0.805 eV
energy relative to the best compared isomer or geometry (same formula, charge and spin) = 1.1 kcal/mol

Geometry as XYZ:
```
46
Properties=species:S:1:pos:R:3:nbo_charge:R:1
C -5.44707 5.76112 1.13423 -0.6286
C -4.43236 4.68322 0.90717 -0.0044
C -3.09880 4.87064 1.25254 -0.2065
C -2.16795 3.86983 1.05709 -0.1941
C -2.56135 2.65271 0.50713 -0.0409
C -1.59591 1.59825 0.29430 0.2442
N -1.89013 0.39093 -0.23534 -0.2606
N -0.79228 -0.27429 -0.27293 -0.0608
N 0.14875 0.49690 0.21824 0.0091
C 1.51358 0.07746 0.34089 -0.2197
C 1.62987 -1.12647 1.28820 -0.5054
C 2.76926 -2.05066 0.86512 0.6881
O 3.82252 -2.04087 1.47621 -0.6343
N 2.55888 -2.84792 -0.20310 -0.4459
C 1.34740 -2.94577 -0.99163 -0.2316
C 1.64424 -2.66033 -2.46520 -0.4032
C 2.70841 -3.62255 -2.97967 -0.4021
C 3.95455 -3.51050 -2.10641 -0.4033
C 3.64158 -3.73363 -0.62293 -0.0553
C 3.33131 -5.19361 -0.29160 -0.6211
N -0.29750 1.67340 0.58700 -0.2556
C -3.89582 2.45461 0.15840 -0.1790
C -4.81579 3.46256 0.35890 -0.2177
H -6.04740 5.52768 2.01410 0.2224
H -6.12129 5.84057 0.28372 0.2190
H -4.96629 6.72275 1.29534 0.2156
H -2.78702 5.81357 1.67888 0.2089
H -1.13247 4.01579 1.32396 0.2264
H 2.08322 0.93011 0.71155 0.2467
H 1.87807 -0.18562 -0.65647 0.2188
H 1.85801 -0.78556 2.29861 0.2453
H 0.68726 -1.67346 1.31693 0.2349
H 0.58431 -2.25551 -0.63949 0.2367
H 0.94876 -3.96236 -0.89895 0.1918
H 0.72207 -2.75817 -3.03886 0.2171
H 2.00231 -1.63391 -2.57457 0.1928
H 2.32245 -4.64289 -2.95753 0.1961
H 2.96125 -3.38713 -4.01499 0.2127
H 4.70676 -4.23437 -2.42189 0.2126
H 4.38039 -2.51127 -2.22455 0.2049
H 4.51204 -3.43380 -0.02959 0.2505
H 4.21091 -5.80222 -0.48317 0.2166
H 3.07383 -5.28320 0.76105 0.2203
H 2.51002 -5.58338 -0.88631 0.1978
H -4.18929 1.50769 -0.26774 0.2302
H -5.84987 3.30601 0.08656 0.2103
```


The following is a DFT calculation (the ωB97M-V functional and the def2-TZVPD basis) of C45H45N10O2Pb as an isolated structure.

frontier orbital gap (alpha / beta) = 5.25 / 5.53 eV
multiplicity = 1
E_LUMO (alpha / beta) = 2.274 / 2.271 eV
total charge = -1
energy relative to the best compared isomer or geometry (same formula, charge and spin) = 0.0 kcal/mol

Geometry as XYZ:
```
103
Properties=species:S:1:pos:R:3:mulliken_charge:R:1
Pb -0.23971 -0.69060 -0.64405 1.5077
C 1.70709 -3.53362 -1.55513 -1.1932
C 2.99329 -2.84223 -1.90015 1.2683
C 4.11018 -3.67865 -1.92687 -0.5813
C 5.38898 -3.18310 -2.14845 -0.8767
C 5.51144 -1.79657 -2.32448 -0.8841
C 4.41180 -0.92461 -2.30114 1.0948
C 4.66605 0.57609 -2.38566 -1.4775
C 3.08022 -1.44920 -2.15971 -0.7441
N 1.94971 -0.62312 -2.16314 1.1437
C 1.68663 0.19763 -3.21347 -0.2087
O 2.23681 0.15080 -4.32448 -0.8016
C 0.66076 1.29834 -3.01222 0.3655
C 0.34683 2.21516 -4.05300 -0.9021
C -0.60612 3.19992 -3.76515 -0.4055
C -1.16624 3.32520 -2.47742 -1.0115
C -0.75112 2.40269 -1.52682 0.4498
N 0.15277 1.44954 -1.76091 0.4774
C -1.32969 2.50414 -0.13762 -0.7945
O -1.97788 3.51506 0.17309 -0.8292
N -1.11907 1.38721 0.62455 1.6870
C -1.77589 1.03979 1.73743 -0.6327
C -1.59513 1.66932 2.99752 1.4867
C -0.61068 2.81098 3.08032 -1.7484
C -2.33340 1.47124 4.16934 -0.9502
C -3.38470 0.52484 4.41982 -0.9868
C -3.42930 -0.69092 3.82292 -1.4404
C -2.58122 -1.19397 2.65671 2.2062
C -3.29028 -2.43902 2.13752 -2.1658
H 1.71513 -3.87549 -0.52132 0.1442
H 1.58303 -4.45037 -2.16007 0.4788
H 0.79737 -2.87772 -1.70373 -0.4309
H 3.93952 -4.72807 -1.73143 0.4278
H 6.26735 -3.82577 -2.06638 0.3389
H 6.49073 -1.37315 -2.39627 0.4168
H 5.70146 0.78139 -2.09841 0.4800
H 4.00160 1.12257 -1.66731 0.0543
H 4.47440 0.99563 -3.38408 0.3813
H 0.81110 2.08419 -5.03627 0.5316
H -0.84836 3.91469 -4.53917 0.4200
H -1.81482 4.15748 -2.21723 0.5263
H 0.40049 2.49251 2.80235 0.0538
H -0.52746 3.23779 4.07859 0.4847
H -0.89550 3.58953 2.35930 0.2324
H -2.09620 2.15759 4.97976 0.2915
H -4.07737 0.76849 5.23584 0.2818
H -4.12921 -1.43012 4.17102 0.3941
H -3.41760 -3.20635 2.93106 0.4982
H -2.70870 -2.91489 1.33147 0.3082
H -4.31560 -2.19561 1.75476 0.4893
C 1.36385 -2.76808 3.50726 -0.4582
C 0.67448 -2.08816 4.53249 -0.8206
C -0.62243 -1.61936 4.32826 -0.3644
C -1.14900 -1.66020 3.02364 0.6261
N -0.56383 -2.39090 2.03725 0.0141
C 0.63869 -2.93027 2.30540 -0.4649
N -2.54693 -0.13825 1.58652 1.5737
C -3.35556 -0.19231 0.43333 -1.0323
N -2.93986 -0.81872 -0.66936 -0.5855
C -3.70948 -0.32878 -1.74657 -0.3740
N -3.45301 -0.41758 -3.00453 -0.3473
C -2.48805 -1.01436 -3.72562 0.3344
C -2.66562 -0.89208 -5.15279 -0.7757
C -1.67667 -1.39749 -5.98901 -0.4017
C -0.57238 -2.11511 -5.42803 -0.8912
C -0.52736 -2.17343 -4.02430 0.0488
N -1.42549 -1.62621 -3.19568 0.1106
C -4.76628 0.57948 -1.20148 0.0925
C -5.73931 1.37321 -1.81999 -0.3484
C -6.45296 2.26750 -1.00257 -0.5603
C -6.24577 2.32560 0.38882 -0.8471
C -5.28985 1.51159 0.99681 -0.0595
C -4.50027 0.67869 0.16856 0.5593
H 2.33776 -3.25287 3.62763 0.4396
H 1.15002 -1.90607 5.50178 0.3863
H -1.25460 -1.23516 5.13172 0.4582
H 1.06621 -3.56085 1.49995 0.0690
H -3.55926 -0.41251 -5.55427 0.4309
H -1.78706 -1.26037 -7.06640 0.3459
H 0.24091 -2.58317 -6.00695 0.4222
H 0.33484 -2.68075 -3.55794 0.0731
H -5.88756 1.40663 -2.90140 0.4709
H -7.18724 2.93233 -1.43570 0.3778
H -6.84139 3.03417 0.96821 0.3851
H -5.03509 1.63484 2.06313 0.2827
C 3.76738 2.95310 1.99958 -1.7091
C 3.39238 1.46759 2.18513 1.4789
C 4.58091 0.56235 1.80507 -1.8054
C 3.07101 1.23959 3.68188 -1.5391
N 2.20570 1.21822 1.40553 -0.0108
N 1.77675 -0.12409 1.22726 0.6416
H 4.74579 3.17328 2.45130 0.4180
H 2.98966 3.58015 2.43848 0.3301
H 3.87762 3.28225 0.95304 0.3614
H 5.44115 0.87687 2.43195 0.5261
H 4.87490 0.73929 0.75936 0.2879
H 4.41056 -0.50268 2.00116 0.3785
H 3.97868 1.39433 4.28187 0.4994
H 2.68422 0.23829 3.91927 0.1702
H 2.33177 1.98357 4.04877 0.2949
H 2.27424 1.67895 0.49411 0.0873
H 1.35751 -0.44026 2.09577 -0.4312
H 2.61181 -0.71852 1.04048 -0.0050
```


The following is a DFT calculation (the ωB97M-V functional and the def2-TZVPD basis) of C4H3OPt as an isolated structure.

frontier orbital gap (alpha / beta) = 7.56 / 7.53 eV
multiplicity = 3
⟨S²⟩ = 2.0630
E_LUMO (alpha / beta) = -5.637 / -6.651 eV
total charge = +1

Geometry as XYZ:
```
9
Properties=species:S:1:pos:R:3:nbo_charge:R:1
C -0.29149 -1.45643 1.49057 -0.1683
C -0.54285 -0.71976 0.38914 0.0361
C 0.31959 -0.01904 -0.25301 -0.0395
C 0.77349 0.89686 -1.13644 0.2000
O 0.10468 1.95526 -1.50439 -0.4621
Pt -1.49082 2.25000 -1.13923 0.6972
H -0.45764 -1.03829 2.48650 0.2460
H -0.07677 -2.52452 1.40469 0.2507
H 1.66180 0.65593 -1.73782 0.2399
```


Record-wise M values, in g/mol: 840.3; 86.1; 105.6; 313.4; 965.1; 262.1